Record 1
Density functional theory data (ωB97M-V/def2-TZVPD) for a structure of composition CHFO3.

Output
**Spin multiplicity**: 1
**HOMO**: -9.95 eV

```
6
Properties=species:S:1:pos:R:3:nbo_charge:R:1
C -0.128 0.296 -1.027 1.0445
O -0.758 0.917 -1.735 -0.4706
O 0.504 -0.194 1.520 -0.3961
O -0.132 0.659 0.777 -0.3474
F 0.620 -0.741 -1.056 -0.2711
H -0.106 -0.937 1.521 0.4407
```

Record 2
Density functional theory data (ωB97M-V/def2-TZVPD) for an isolated molecule of CHFOS2.

Output
**SMILES**: FC(=S)OS
**Spin multiplicity**: 1
**HOMO**: -9.51 eV

```
6
Properties=species:S:1:pos:R:3:nbo_charge:R:1
F 0.453 -1.350 0.767 -0.2980
C 0.939 -0.326 0.116 0.5036
S 2.381 -0.118 -0.389 -0.0034
O 0.037 0.580 -0.166 -0.6347
S -1.586 0.864 0.429 0.2962
H -2.223 0.351 -0.758 0.1362
```

Record 3
Density functional theory data (ωB97M-V/def2-TZVPD) for a structure of composition CHFeLiO2.

Output
**Expectation value of S²**: 8.7542
**Spin multiplicity**: 6
**HOMO (spin up / spin down)**: -11.82 / -13.47 eV
**Charge**: +1

```
6
Properties=species:S:1:pos:R:3:nbo_charge:R:1
O 0.590 0.444 -0.045 -1.0315
H 0.395 1.397 -0.044 0.5210
Fe 2.412 -0.192 0.030 0.9139
O -0.834 -0.990 -1.236 -0.5172
C -0.765 -0.281 -0.278 0.1897
Li -1.798 -0.379 1.572 0.9241
```

Record 4
Density functional theory data (ωB97M-V/def2-TZVPD) for a structure of composition CHI2NO.

Output
**Spin multiplicity**: 1
**HOMO (spin up / spin down)**: -8.78 / -8.78 eV

```
6
Properties=species:S:1:pos:R:3:nbo_charge:R:1
C 0.943 -0.411 -0.233 0.5827
N -0.701 0.212 1.022 -0.9523
O 0.729 -1.147 -1.093 -0.4194
I -0.543 2.029 0.172 0.3112
I -2.146 -1.048 0.173 0.2813
H 1.719 0.365 -0.041 0.1964
```

Number 1: maximum force 7.32 eV/Å, molar mass 80.01 g/mol. Number 2: maximum force 3.39 eV/Å, molar mass 112.15 g/mol. Number 3: maximum force 3.70 eV/Å, molar mass 107.80 g/mol. Number 4: maximum force 3.26 eV/Å, molar mass 296.83 g/mol.